Entry 1:
This record from the Open Molecules 2025 dataset describes 2 unconnected molecules or ions with the total composition C18H31N4O4S at a distorted geometry. The level of theory is ωB97M-V/def2-TZVPD.

Cartesian coordinates (Å):
C (0.002267, -3.277414, -0.317644)
C (0.634487, -1.884002, -0.211402)
C (1.248257, -1.595396, 1.185371)
C (2.537529, -2.416980, 1.348463)
O (3.687532, -1.757383, 0.871645)
C (3.987890, -1.948021, -0.502454)
O (0.357097, -2.097314, 2.179860)
C (-0.843834, -1.377209, 2.306598)
N (-1.583528, -1.942419, 3.375894)
C (-2.768199, -2.399103, 3.273151)
C (-3.938569, -1.591759, 2.775676)
C (-3.060119, -3.821862, 3.637238)
C (-0.559575, 0.097639, 2.581787)
N (0.247531, 0.671795, 1.469932)
C (0.385169, 2.191178, 1.524334)
N (1.184190, 2.746773, 0.487024)
C (1.537333, -0.092569, 1.328921)
S (2.588515, 0.325207, 2.760426)
H (-1.027509, -3.221765, 0.033915)
H (0.517214, -4.024770, 0.277899)
H (-0.051684, -3.563458, -1.365589)
H (-0.185259, -1.179842, -0.400405)
H (1.361552, -1.695989, -0.998725)
H (2.435491, -3.392291, 0.869404)
H (2.666542, -2.605398, 2.413540)
H (3.609061, -2.898728, -0.881857)
H (3.553855, -1.145496, -1.110807)
H (5.066196, -1.887561, -0.622773)
H (-1.460844, -1.432482, 1.394589)
H (-4.164475, -1.924376, 1.753806)
H (-3.693811, -0.534943, 2.718954)
H (-4.828446, -1.777339, 3.370437)
H (-2.738445, -4.447170, 2.802888)
H (-4.120408, -3.987475, 3.814279)
H (-2.485846, -4.108463, 4.516321)
H (-1.490096, 0.646238, 2.703437)
H (-0.002763, 0.168775, 3.516003)
H (-0.268272, 0.481092, 0.605535)
H (0.695035, 2.507099, 2.514016)
H (-0.634518, 2.554051, 1.380459)
H (2.165413, 2.530701, 0.627593)
H (0.907759, 2.315474, -0.392408)
H (2.051097, 0.225370, 0.428016)
H (3.628534, 0.789272, 2.063783)
C (-0.836624, 5.238467, -5.487461)
C (0.160119, 5.261513, -4.520114)
C (0.401082, 4.140160, -3.745138)
C (-0.368589, 3.010039, -3.962320)
C (-1.370536, 2.966119, -4.916586)
C (-1.601811, 4.095474, -5.682548)
N (-0.109613, 1.811343, -3.161817)
O (0.769240, 1.868631, -2.306217)
O (-0.766927, 0.817469, -3.373417)
H (-1.017262, 6.115782, -6.093690)
H (0.752487, 6.153202, -4.371115)
H (1.173004, 4.146590, -2.990711)
H (-1.956260, 2.070866, -5.061090)
H (-2.377656, 4.082659, -6.434911)

Cartesian forces (eV/Å) of the 2 atoms listed first:
-0.1409 0.4929 -0.1065
-0.4401 0.2813 0.2314

Electronic energy: -1622.260467 hartree
2S+1: 1
Max |F|: 2.204 eV/Å
Charge: +1
LUMO: -3.3 eV

***

Entry 2:
This record from the Open Molecules 2025 dataset describes a gas-phase ion, C18H32B2BrClI3N2O9P2 (charge +1) at a distorted geometry. The level of theory is ωB97M-V/def2-TZVPD.

Cartesian coordinates (Å):
C (-1.265162, 5.904472, 0.707290)
C (-0.881689, 4.425630, 0.025033)
O (0.121287, 3.733929, 0.824278)
B (0.726602, 2.566842, 0.161950)
O (1.964917, 2.898133, -0.632661)
C (0.159450, 0.988271, 0.313140)
N (-0.071287, 0.267083, 1.493282)
C (0.308158, 0.829624, 2.834245)
C (-0.437294, 2.059846, 3.510683)
C (0.711162, 3.228535, 3.880824)
Cl (-0.917166, 1.520082, 5.268100)
C (-0.619533, -1.116041, 1.066074)
C (-1.591007, -1.649629, 2.217390)
C (-3.068444, -1.102475, 2.517621)
O (-4.112521, -1.982666, 2.440538)
I (-3.821329, 0.839929, 3.174887)
P (1.016493, -2.169739, 1.280782)
O (2.377435, -1.215515, 1.791197)
Br (0.867251, -3.684831, 3.015058)
C (-1.046792, -1.217818, -0.571338)
C (-0.950668, -2.741305, -1.197226)
I (-1.169011, -4.672294, -0.075416)
C (-0.779166, -3.086409, -2.660583)
C (-0.727094, -4.660234, -3.233079)
I (-0.623891, -1.644406, -4.253044)
P (-2.964096, -1.053137, -0.939197)
O (-3.324752, -0.895234, -2.467731)
O (-3.770503, 0.261802, -0.184957)
O (-3.841766, -2.533815, -0.490420)
C (-0.078347, 0.015259, -1.051701)
C (1.505814, -0.155482, -1.408656)
C (2.122639, -1.540427, -1.949665)
C (3.757846, -1.508357, -1.554198)
O (4.081317, -2.501698, -0.504387)
C (4.840008, -3.642884, -1.068186)
B (-0.706827, 1.239467, -2.017310)
N (-1.990253, 2.005481, -1.793840)
O (-0.080087, 1.654315, -3.327095)
H (-1.356131, 6.705821, -0.139352)
H (-2.351184, 5.823953, 1.196505)
H (-0.531885, 6.177758, 1.576825)
H (-0.619026, 4.548450, -1.116103)
H (-1.891636, 3.797204, 0.130929)
H (2.281687, 3.823725, -0.404646)
H (1.453884, 1.157839, 2.689323)
H (0.428360, -0.025426, 3.663615)
H (-1.314169, 2.579965, 2.944890)
H (0.181560, 4.284459, 3.920651)
H (1.259802, 3.009913, 4.892134)
H (1.520756, 3.309277, 3.014185)
H (-1.036873, -1.542797, 3.273564)
H (-1.723473, -2.835557, 2.142593)
H (3.076722, -1.903202, 2.070439)
H (0.172783, -5.274972, -2.752547)
H (-1.780866, -5.182190, -3.032690)
H (-0.564822, -4.718311, -4.389996)
H (-4.526079, 0.585332, -0.765242)
H (-4.780705, -2.392042, -0.864563)
H (2.166540, 0.051267, -0.428492)
H (1.941191, 0.685592, -2.140966)
H (2.177338, -1.656665, -3.137667)
H (1.763308, -2.538411, -1.472033)
H (4.123015, -0.439003, -1.255450)
H (4.414877, -1.824987, -2.498661)
H (5.794201, -3.307810, -1.691245)
H (4.099121, -4.316199, -1.716310)
H (5.273013, -4.349018, -0.209974)
H (-2.768151, 1.653831, -2.430363)
H (-1.831188, 2.992477, -2.159621)
H (-0.773665, 1.455422, -4.051413)

Cartesian forces (eV/Å) of the 2 atoms listed first:
-0.7384 -0.7464 0.0171
-2.9728 1.0595 0.3458

Electronic energy: -6150.926699 hartree
2S+1: 1
Max |F|: 9.078 eV/Å
Charge: +1
LUMO: -4.7 eV
SMILES: CCOB(O)C1=[N+](C[C@H](C)Cl)[C@](CC(=O)I)(P(O)Br)[C@@](/C(I)=C(/C)I)(P(=O)(O)O)[C@@]1(CCCOC)B(N)O

***

Entry 3:
This record from the Open Molecules 2025 dataset describes 3 unconnected molecules or ions with the total composition C18H32ClIN2O8P at a distorted geometry. The level of theory is ωB97M-V/def2-TZVPD.

Cartesian coordinates (Å):
C (3.111079, -2.777738, -0.373655)
O (2.879279, -1.743807, -1.344489)
C (3.069182, -2.245168, -2.680659)
C (1.856363, -3.193505, -3.111736)
C (0.551381, -2.472653, -2.571635)
C (-0.777865, -3.028580, -3.211504)
C (-1.967264, -2.450983, -2.350831)
C (-1.909042, -1.005741, -2.194518)
C (-2.992098, -0.462752, -1.350110)
C (-3.102969, 1.034377, -1.013443)
C (-1.656265, 1.491829, -0.506006)
C (-0.764678, 2.096519, -1.658659)
I (-0.983866, 4.240629, -1.892059)
C (-3.883002, -1.541798, -0.869219)
Cl (-5.205129, -0.991017, 0.214043)
N (-3.887989, -2.827279, -1.087116)
N (-2.896516, -3.290895, -1.852224)
P (-2.937984, -5.070404, -2.078615)
O (-3.372249, -5.363171, -3.467637)
H (3.940812, -3.420793, -0.753202)
H (3.406817, -2.284495, 0.588705)
H (2.177815, -3.361850, -0.140471)
H (2.964336, -1.336736, -3.332621)
H (4.058433, -2.747022, -2.793284)
H (1.853799, -3.204974, -4.229233)
H (2.018795, -4.197131, -2.654967)
H (0.719079, -1.382003, -2.766182)
H (0.529960, -2.683830, -1.470659)
H (-0.881694, -2.526578, -4.213037)
H (-0.811123, -4.126039, -3.353888)
H (-1.137470, -0.360774, -2.652216)
H (-3.854527, 1.233276, -0.218393)
H (-3.279840, 1.594774, -1.961487)
H (-1.075998, 0.640374, -0.065415)
H (-1.747589, 2.296507, 0.268898)
H (-0.936365, 1.648414, -2.663882)
H (0.303298, 1.914818, -1.384268)
H (-1.593178, -5.536572, -1.916063)
H (-3.816935, -5.656605, -1.116645)
C (4.138889, 2.484711, 0.640278)
O (2.897251, 3.126303, 0.938038)
C (3.019406, 4.405619, 1.323486)
O (4.048474, 5.015378, 1.429174)
O (1.792726, 4.881014, 1.568894)
C (1.767328, 6.246252, 1.992516)
H (3.916352, 1.461305, 0.341920)
H (4.642715, 2.986384, -0.186183)
H (4.779754, 2.458617, 1.521768)
H (2.176202, 6.896727, 1.219292)
H (2.313701, 6.369382, 2.927716)
H (0.726745, 6.518020, 2.160222)
C (0.147879, 2.420966, 3.439964)
O (-0.807781, 1.359622, 3.348024)
C (-1.182861, 0.853033, 4.529806)
O (-0.791276, 1.210943, 5.607399)
O (-2.071635, -0.122903, 4.299298)
C (-2.561851, -0.757510, 5.482337)
H (0.374540, 2.749363, 2.427046)
H (-0.265887, 3.264535, 3.993048)
H (1.069844, 2.070594, 3.904580)
H (-3.082040, -0.039793, 6.116737)
H (-1.747923, -1.234024, 6.029031)
H (-3.269343, -1.525158, 5.173991)

Cartesian forces (eV/Å) of the 2 atoms listed first:
0.0734 0.4187 0.4453
0.4656 -0.9803 -0.2401

Electronic energy: -2515.416574 hartree
2S+1: 1
Max |F|: 4.734 eV/Å
Charge: +1
LUMO: -5.1 eV

***

Entry 4:
This record from the Open Molecules 2025 dataset describes a molecular structure, C18H32CoGeN4O2PSSe. The level of theory is ωB97M-V/def2-TZVPD.

Cartesian coordinates (Å):
Co (0.890993, 0.189743, -0.390525)
N (-4.663759, -5.741949, -0.526485)
C (-3.728393, -4.787249, -0.800990)
C (-4.104220, -3.582978, -1.422226)
C (-3.170920, -2.606369, -1.676342)
C (-1.844831, -2.801788, -1.305767)
C (-1.453972, -3.983012, -0.687668)
C (-2.385713, -4.969525, -0.437903)
S (-0.680812, -1.558427, -1.680381)
O (-0.735694, -1.213565, -3.070154)
O (0.634278, -1.956596, -1.137570)
N (-0.991820, -0.255474, -0.743683)
C (-1.208563, 0.946238, -1.369565)
N (-0.215353, 1.802730, -1.027002)
C (-0.263111, 3.034241, -1.543931)
C (-1.299895, 3.403264, -2.376635)
C (-2.264326, 2.437583, -2.660473)
N (-2.227497, 1.206352, -2.169735)
H (-5.562586, -5.686705, -0.971905)
H (-4.358489, -6.665403, -0.274946)
H (-5.137969, -3.430273, -1.704071)
H (-3.467027, -1.685367, -2.164308)
H (-0.416428, -4.131659, -0.418993)
H (-2.080456, -5.892812, 0.037361)
H (0.531106, 3.714939, -1.264344)
H (-1.363297, 4.395764, -2.795021)
H (-3.093135, 2.669118, -3.319686)
C (2.878589, -0.112221, -2.984479)
P (2.963108, 0.596212, -1.318098)
C (3.400004, 2.346344, -1.561566)
C (4.428869, -0.145443, -0.556875)
H (3.807063, 0.063391, -3.530222)
H (2.047615, 0.328190, -3.536276)
H (2.696250, -1.184038, -2.909822)
H (4.359763, 2.453207, -2.069541)
H (3.454047, 2.856113, -0.599206)
H (2.636591, 2.828512, -2.171604)
H (5.316440, -0.001094, -1.173666)
H (4.261911, -1.213743, -0.417441)
H (4.602270, 0.303783, 0.421787)
C (0.335699, 2.897664, 4.834252)
Ge (0.447769, 2.127464, 3.040214)
C (1.327084, 3.381635, 1.811704)
C (-1.332856, 1.628905, 2.397325)
C (1.676500, 0.569831, 3.135511)
Se (1.632471, -0.804850, 1.752448)
C (-0.023336, -1.716242, 2.208503)
H (-0.259780, 3.810356, 4.815448)
H (1.321499, 3.145821, 5.226551)
H (-0.138603, 2.200470, 5.525188)
H (0.722794, 4.276431, 1.659320)
H (1.491461, 2.906494, 0.842511)
H (2.293866, 3.691384, 2.209739)
H (-1.923487, 2.532521, 2.241183)
H (-1.856576, 1.013581, 3.128970)
H (-1.297656, 1.082923, 1.454739)
H (1.607035, 0.025381, 4.078469)
H (2.698411, 0.954532, 3.085012)
H (-0.879676, -1.155307, 1.857729)
H (-0.053603, -1.853460, 3.287013)
H (0.020373, -2.685566, 1.718104)

Cartesian forces (eV/Å) of the 2 atoms listed first:
0.5565 -0.0211 -0.4146
-0.0400 -0.0757 0.0300

Electronic energy: -7675.061231 hartree
2S+1: 2
Max |F|: 0.694 eV/Å
Charge: +1
LUMO (spin up / spin down): -3.4 / -2.9 eV
Expectation value of S²: 0.980
Energy relative to the best compared isomer or geometry (same formula, charge and spin): 1.7 kcal/mol